1.
Formula: C4H2ClO3
Source: OMol25
Level of theory: ωB97M-V with the def2-TZVPD basis set

```
10
Properties=species:S:1:pos:R:3:forces:R:3
C -0.656 0.804 -0.559 -1.198 -0.241 -0.548
C -1.474 -0.272 -0.323 0.707 0.251 0.217
C 0.544 1.010 0.163 1.211 0.136 0.617
C 1.013 -1.275 0.805 -0.279 -1.117 -1.140
O 1.340 -2.121 1.592 0.080 -0.016 0.275
O 1.290 1.965 0.111 -0.431 -0.535 0.048
O 0.928 -0.005 1.115 0.015 1.427 0.314
Cl -2.903 -0.215 -1.386 -0.232 0.115 -0.217
H -0.866 1.616 -1.262 0.011 -0.187 0.076
H 0.784 -1.506 -0.256 0.116 0.167 0.359
```
Positions in Å, forces in eV/Å.

The total energy is -22845.313 eV. The orbital gap comes out at 7.879 eV. Its net charge is -1.

2.
Formula: C4H2CsO2
Source: OMol25
Level of theory: ωB97M-V with the def2-TZVPD basis set

```
9
Properties=species:S:1:pos:R:3:forces:R:3
O 0.925 -1.580 -1.881 -0.146 -0.159 0.454
C 0.751 -1.448 -0.685 0.646 0.619 -0.521
H 1.093 -2.241 0.020 -0.319 -0.009 -0.079
C -0.153 0.951 -0.662 -0.304 0.229 0.186
C 0.235 -0.209 -0.044 -0.745 -0.384 -0.276
C -0.226 -0.418 1.337 -0.041 1.231 0.451
O -0.704 0.391 2.087 0.136 -0.568 -0.033
Cs -1.893 3.676 1.584 0.450 -0.830 -0.354
H -0.027 0.877 -1.756 0.324 -0.129 0.172
```
Positions in Å, forces in eV/Å.

The spin multiplicity is 2. The total energy is -8818.487 eV. As for the expectation value of S²: 0.75. The orbital gap (spin up / spin down) comes out at 5.453 / 5.793 eV. Its net charge is 0.

3.
Formula: C4H2EuO5
Source: OMol25
Level of theory: ωB97M-V with the def2-TZVPD basis set

```
12
Properties=species:S:1:pos:R:3:forces:R:3
C 5.604 -0.642 -0.001 2.175 -1.282 -0.423
O 6.657 -1.063 -0.139 -0.700 0.521 0.190
O 4.501 -0.271 0.115 -1.344 0.705 0.194
O -0.073 1.222 -0.457 1.532 -0.296 0.023
C -1.278 1.041 -0.394 -0.907 0.405 0.343
O -1.761 0.042 0.292 0.750 1.400 1.202
Eu 2.235 0.674 0.235 -0.796 0.278 -0.187
H -2.003 1.720 -0.869 0.148 -0.159 0.060
O -3.464 -1.972 -0.575 1.487 2.583 -1.921
C -3.251 -0.844 -0.344 -4.874 -4.618 3.240
C -3.413 0.156 0.561 2.107 0.314 -2.460
H -3.754 -0.062 1.576 0.423 0.148 -0.261
```
Positions in Å, forces in eV/Å.

The spin multiplicity is 8. The total energy is -33726.802 eV. As for the expectation value of S²: 15.76. The orbital gap (spin up / spin down) comes out at 6.918 / 7.151 eV. Its net charge is +2.

4.
Formula: C4H2F2O
Source: OMol25
Level of theory: ωB97M-V with the def2-TZVPD basis set

```
9
Properties=species:S:1:pos:R:3:forces:R:3
C -2.138 1.389 1.183 -0.103 0.270 0.165
C -1.556 0.552 0.431 -1.065 0.240 -0.231
C 0.771 -0.453 -0.065 -0.315 -0.106 1.635
C -0.847 -0.312 -0.229 3.809 -1.959 0.552
O 1.414 0.512 -0.747 0.171 2.251 0.014
F -1.201 -1.305 -1.045 -0.670 1.089 0.423
F 1.245 -0.390 1.350 -1.628 -0.263 -2.559
H 1.052 -1.476 -0.450 -0.159 1.250 0.445
H 1.260 1.482 -0.428 -0.040 -2.771 -0.444
```
Positions in Å, forces in eV/Å.

The total energy is -11657.111 eV. The orbital gap comes out at 8.945 eV. Its net charge is 0.

5.
Formula: C4H2F2O
Source: OMol25
Level of theory: ωB97M-V with the def2-TZVPD basis set

```
9
Properties=species:S:1:pos:R:3:forces:R:3
C 0.455 -2.334 0.043 0.159 -1.766 0.095
C 0.381 -1.098 -0.121 0.170 3.236 0.750
C -0.552 0.189 -0.365 -1.774 -1.381 -3.326
C 0.743 0.283 0.269 3.283 -0.724 -5.008
O -1.764 0.236 0.259 0.314 1.276 1.788
F 1.174 0.763 1.355 -0.127 0.629 1.437
F 1.911 0.899 -1.012 -2.501 -1.114 2.662
H -0.759 0.300 -1.498 1.310 0.321 1.908
H -1.589 0.761 1.070 -0.834 -0.476 -0.307
```
Positions in Å, forces in eV/Å.

The spin multiplicity is 3. The total energy is -11652.657 eV. As for the expectation value of S²: 2.05. The orbital gap (spin up / spin down) comes out at 7.704 / 7.673 eV. Its net charge is 0.

6.
Formula: C4H2F3IO
Source: OMol25
Level of theory: ωB97M-V with the def2-TZVPD basis set

```
11
Properties=species:S:1:pos:R:3:forces:R:3
C -1.559 0.155 -1.043 -2.341 -1.240 0.687
C -0.739 1.002 -1.091 0.880 0.989 -0.655
C 0.254 -2.132 0.143 -0.246 -0.100 0.106
C 0.132 2.171 -1.143 -0.837 0.006 0.272
O -0.811 -2.234 0.500 0.319 -0.085 -0.033
F 0.256 2.714 -2.347 -0.012 -0.046 -0.573
F 1.337 1.871 -0.706 0.915 0.075 0.436
F -0.421 3.113 -0.355 0.336 0.199 0.219
I 1.819 -2.322 3.593 0.164 -0.657 -0.107
H -2.438 -0.448 -0.807 0.969 0.200 -0.491
H 2.171 -3.889 3.256 -0.147 0.660 0.139
```
Positions in Å, forces in eV/Å.

The total energy is -22478.435 eV. The orbital gap comes out at 10.584 eV. Its net charge is 0.

7.
Formula: C4H2F6O3P
Source: OMol25
Level of theory: ωB97M-V with the def2-TZVPD basis set

```
16
Properties=species:S:1:pos:R:3:forces:R:3
C -1.960 1.279 0.126 -1.201 -1.349 -0.433
C -2.055 -0.169 0.532 3.021 -0.006 -1.171
C 0.613 -1.543 -0.381 0.253 -0.495 0.380
C 1.848 0.740 -0.393 -0.802 2.008 0.348
O -2.874 2.047 -0.074 0.687 0.300 0.013
O -0.661 1.561 -0.038 1.141 0.579 -0.375
O 0.568 0.320 1.901 0.855 -0.323 2.877
F 0.377 -1.607 -1.691 -1.212 0.432 -0.809
F 1.897 -1.978 -0.332 0.290 0.016 0.868
F -0.127 -2.486 0.206 -0.324 -0.569 0.256
F 2.008 0.400 -1.681 0.398 -1.472 -0.246
F 2.037 2.084 -0.517 -0.102 0.409 1.121
F 2.831 0.279 0.406 0.538 0.028 -0.834
P 0.224 0.163 0.516 -3.147 0.222 -3.613
H -2.165 -0.210 1.594 -0.662 -0.622 0.517
H -2.562 -0.879 -0.175 0.266 0.842 1.100
```
Positions in Å, forces in eV/Å.

The total energy is -35918.518 eV. The orbital gap comes out at 8.598 eV. Its net charge is -1.

8.
Formula: C4H2FLiLuO4
Source: OMol25
Level of theory: ωB97M-V with the def2-TZVPD basis set

```
13
Properties=species:S:1:pos:R:3:forces:R:3
O 3.561 0.348 -0.187 -5.037 1.497 -0.126
C 4.693 0.117 -0.087 6.775 -1.226 0.434
O 5.830 -0.091 -0.002 -3.200 0.485 -0.209
O -2.462 -0.898 0.844 -0.207 0.322 -0.362
C -2.931 0.292 0.657 -0.483 -1.387 0.443
C -1.042 -0.985 0.503 0.428 -0.172 0.248
O -1.929 1.090 0.296 1.553 1.429 -1.223
C -0.799 0.321 -0.215 -0.030 -0.103 0.069
Li -3.759 1.056 -1.460 -0.575 0.021 0.138
H -0.887 -1.866 -0.127 -0.073 0.115 0.177
H -0.481 -1.055 1.441 -0.102 -0.196 -0.060
F -1.111 0.147 -1.592 0.548 0.448 0.676
Lu 1.317 1.523 -0.071 0.404 -1.232 -0.204
```
Positions in Å, forces in eV/Å.

The total energy is -48878.256 eV. The orbital gap comes out at 5.528 eV. Its net charge is +3.

9.
Formula: C4H2FNO2
Source: OMol25
Level of theory: ωB97M-V with the def2-TZVPD basis set

```
10
Properties=species:S:1:pos:R:3:forces:R:3
C -2.206 -1.000 -1.775 -0.161 0.824 -2.213
C -0.409 -0.222 -0.170 -2.098 -3.518 0.066
C -1.347 -1.043 -0.660 0.372 -3.716 1.937
C -1.573 -2.547 0.180 -1.417 3.273 -0.830
N -2.745 -0.957 -2.806 0.445 -0.123 1.694
O -2.676 -2.809 0.534 1.026 -0.296 -0.282
O 0.278 -0.665 0.879 0.137 -0.953 -0.176
F -0.519 -3.287 0.448 0.207 0.169 -0.313
H -0.219 0.709 -0.507 0.532 3.032 -1.222
H 0.493 0.093 1.374 0.957 1.309 1.339
```
Positions in Å, forces in eV/Å.

Its structure (SMILES) is N#C/C(=C/O)C(=O)F. The total energy is -12480.871 eV. The orbital gap comes out at 10.263 eV. Its net charge is 0.

10.
Formula: C4H2FeO2
Source: OMol25
Level of theory: ωB97M-V with the def2-TZVPD basis set

```
9
Properties=species:S:1:pos:R:3:forces:R:3
H -2.742 -0.901 -0.701 -2.546 0.905 2.335
O -2.980 1.200 -0.244 -0.446 0.329 1.651
C -2.459 0.137 -0.127 0.466 -3.414 -6.411
C -1.116 -0.238 -0.507 3.627 2.880 3.510
C 0.057 -0.362 -0.132 -0.618 -0.658 -0.636
C 1.352 -0.230 0.419 -1.299 -0.022 0.180
O 2.283 0.309 -0.186 -0.479 -0.337 -0.341
Fe 4.151 0.618 0.000 1.285 0.288 0.036
H 1.454 -0.532 1.477 0.009 0.028 -0.322
```
Positions in Å, forces in eV/Å.

The spin multiplicity is 6. The total energy is -42647.460 eV. As for the expectation value of S²: 8.75. The orbital gap (spin up / spin down) comes out at 5.979 / 7.353 eV. Its net charge is +1.